Arrangement A

Molecular formula: CH5N2S
Method: DFT, the ωB97M-V functional and the def2-TZVPD basis

Structure (XYZ):
```
9
CH5N2S | the OMol25 dataset | the ωB97M-V functional and the def2-TZVPD basis
N -0.7490 1.2086 -0.3457
C 0.2548 0.3886 -0.4207
N 0.6268 -0.5615 0.3819
S -0.2143 -1.1884 1.8400
H -1.4074 1.3706 0.4246
H -0.7722 2.0375 -1.0266
H 0.8617 0.3325 -1.3002
H 1.3283 -1.1456 0.1291
H -0.0890 -2.4933 1.3321
```

Values from the calculation:
- E_LUMO: -3.93 eV
- Total charge: +1
- Multiplicity: 1
- Molar mass: 77.13 g/mol
- E_HOMO: -14.54 eV
- SMILES: [NH2+]=CNS

Arrangement B

Molecular formula: CH5N2S
Method: DFT, the ωB97M-V functional and the def2-TZVPD basis

Structure (XYZ):
```
9
CH5N2S | the OMol25 dataset | the ωB97M-V functional and the def2-TZVPD basis
N -1.2767 0.4918 0.3874
C -0.0188 0.6490 0.0761
N 0.9356 -0.2095 0.3025
S 2.6234 0.2107 0.2196
H -1.9533 1.2005 0.1401
H -1.6325 -0.3271 0.8637
H 0.1356 1.5265 -0.7183
H 0.7031 -1.0940 0.7568
H 2.9053 -0.5333 -0.8652
```

Values from the calculation:
- E_LUMO: -4.25 eV
- Total charge: +1
- Multiplicity: 1
- Molar mass: 77.13 g/mol
- E_HOMO: -14.72 eV
- SMILES: N/C=[NH+]/S

Quick one: most stable of them? arrangement B

Arrangement A

Molecular formula: C4H10O2
Method: DFT, the ωB97M-V functional and the def2-TZVPD basis

Structure (XYZ):
```
16
C4H10O2 | the OMol25 dataset | the ωB97M-V functional and the def2-TZVPD basis
C 2.4945 -1.0952 0.5314
O 1.5523 -0.4557 -0.4779
C 2.1435 -0.6423 1.9612
H 3.4843 -0.6716 0.4064
H 2.6265 -2.2692 0.3145
H 2.1205 -0.2128 -1.2400
H 2.4510 0.4440 2.1922
H 2.5876 -1.3570 2.7099
H 1.0464 -0.6642 2.2488
C -3.1521 1.1723 -1.5128
C -2.5449 0.9462 -0.3240
O -1.2091 0.2991 -0.2564
H -4.1494 1.6093 -1.6316
H -2.6620 0.7240 -2.4123
H -3.1477 1.0373 0.5747
H -0.7482 0.3268 -1.2235
```

Values from the calculation:
- E_LUMO (spin up / spin down): 3.91 / 3.74 eV
- Total charge: -1
- ⟨S²⟩: 0.751
- Multiplicity: 2
- Molar mass: 90.12 g/mol
- E_HOMO (spin up / spin down): 1.13 / -5.77 eV

Arrangement B

Molecular formula: C4H10O2
Method: DFT, the ωB97M-V functional and the def2-TZVPD basis

Structure (XYZ):
```
16
C4H10O2 | the OMol25 dataset | the ωB97M-V functional and the def2-TZVPD basis
C -0.4177 1.1641 1.0655
O -1.6530 0.7663 0.5145
C 0.0801 0.5331 2.3628
H -0.4768 2.2489 1.2744
H 0.3486 1.0359 0.3166
H -2.2169 0.7130 1.2988
H -0.4785 0.8992 3.1973
H 1.1617 0.6630 2.3715
H -0.0278 -0.5530 2.3301
O 1.9565 -2.0516 -1.6842
C 0.6886 -1.8493 -1.7704
C 0.2246 -0.4874 -2.2589
H 0.0567 -2.7276 -1.9428
H -0.8187 -0.2030 -2.1377
H 0.8323 0.2344 -1.6892
H 0.7404 -0.3861 -3.2482
```

Values from the calculation:
- E_LUMO (spin up / spin down): 3.56 / 3.39 eV
- Total charge: -1
- ⟨S²⟩: 0.753
- Multiplicity: 2
- Molar mass: 90.12 g/mol
- E_HOMO (spin up / spin down): 0.68 / -2.91 eV

Quick one: most stable of them? arrangement B